[1]
40 unconnected molecules or ions with the total composition H80O40 at a distorted geometry, computed with the ωB97M-V functional and the def2-TZVPD basis.

Each line ends with the Löwdin charge.
CARTESIAN COORDINATES (ANGSTROEM)
H 1.14 -4.03 2.91  -0.040
H 2.26 -3.71 2.23  0.029
O 1.27 -3.61 2.07  -0.111
H -1.83 1.15 -5.31  0.034
H -0.35 0.97 -4.54  0.115
O -0.88 1.15 -5.42  -0.076
H -5.52 2.53 -2.18  0.065
H -4.24 1.69 -1.59  -0.004
O -4.63 2.15 -2.38  -0.082
H -1.88 0.69 2.64  0.003
H -2.99 -0.10 3.25  -0.022
O -2.33 -0.16 2.63  -0.015
H -1.96 -5.41 -3.48  0.108
H -3.04 -4.59 -3.93  -0.033
O -2.92 -5.06 -3.13  -0.119
H 2.65 -3.26 -5.11  -0.050
O 3.47 -2.93 -4.99  -0.066
H -0.74 4.11 -0.02  -0.036
O -0.41 4.79 0.54  -0.054
H -0.75 -5.03 -2.01  0.016
H 0.11 -6.23 -2.24  0.020
O -0.78 -5.94 -2.27  -0.051
H 1.02 -3.48 4.37  0.001
H 1.09 -5.08 4.46  0.024
O 1.51 -4.28 4.50  -0.001
H -0.98 3.77 -3.48  -0.043
H 0.52 4.21 -3.95  0.101
O -0.29 4.33 -3.32  -0.087
H 4.07 -4.05 -0.34  -0.038
H 4.51 -3.19 0.69  0.019
O 4.26 -3.19 -0.31  -0.035
H 0.21 2.43 -5.57  -0.004
O 0.93 2.86 -5.13  -0.036
H 3.38 2.53 2.19  0.065
H 3.19 2.70 0.63  0.023
O 3.91 2.79 1.34  -0.125
H -3.53 -2.22 -3.71  0.014
H -1.91 -2.25 -3.84  0.103
O -2.80 -2.02 -4.29  -0.073
H -5.80 0.82 1.75  0.054
H -6.13 2.12 2.24  -0.035
O -6.07 1.30 2.57  -0.005
H 2.23 -1.72 -2.76  0.087
H 3.56 -1.29 -2.36  0.006
O 2.96 -1.08 -3.04  -0.049
H 4.30 1.30 4.32  0.125
H 3.10 0.62 4.82  0.028
O 3.26 1.35 4.21  -0.084
H 3.61 -3.29 3.37  0.062
H 4.53 -4.00 2.47  0.059
O 3.67 -4.25 3.01  -0.132
H 1.99 3.43 -1.07  0.060
O 2.48 3.24 -1.89  0.018
H -1.38 -3.12 3.76  0.100
H -0.40 -2.17 3.16  0.025
O -0.50 -2.70 3.95  -0.051
H 1.64 3.65 1.83  0.009
O 1.95 4.49 2.12  -0.066
H 1.44 -5.03 -1.69  0.025
H 0.74 -3.64 -1.41  -0.106
O 1.18 -4.17 -2.01  -0.043
H 0.94 1.37 1.50  0.048
H 1.08 1.12 -0.17  0.072
O 1.32 1.72 0.67  -0.136
H 2.23 -1.18 2.21  0.044
H 2.66 -0.63 3.59  0.079
O 2.94 -1.29 2.86  -0.063
H -1.84 3.73 -2.09  0.112
H -0.31 3.11 -1.88  0.057
O -1.23 3.19 -1.46  -0.126
H -3.29 0.93 -0.77  0.035
H -3.20 0.18 0.46  0.084
O -3.94 0.71 -0.06  -0.119
H -1.89 2.13 1.03  0.050
H -0.75 2.93 1.34  0.002
O -1.04 2.04 1.53  -0.070
H -0.24 -6.21 0.23  0.155
H 0.73 -5.05 0.83  -0.056
O 0.75 -5.74 0.21  -0.096
H 1.64 6.39 -0.14  0.101
H 2.44 6.14 1.16  0.061
O 1.56 6.17 0.81  -0.055
H 5.13 1.58 -0.26  -0.061
H 5.75 0.76 -1.38  0.094
O 4.95 1.29 -1.09  -0.017
H 6.32 -2.45 1.78  0.163
H 4.82 -1.78 1.89  0.065
O 5.33 -2.61 2.05  -0.111
H -3.56 2.13 5.03  0.037
O -3.64 1.25 5.43  -0.072
H -0.53 4.90 2.72  0.101
H 0.59 5.98 2.80  -0.097
O -0.22 5.84 3.14  -0.080
H 3.32 2.89 -1.75  0.004
H 3.36 -1.96 -4.67  0.057
H 2.88 4.64 1.98  0.047
H 0.45 5.17 0.41  -0.039
H 1.77 2.64 -5.42  0.024
H -3.24 0.40 5.26  0.019
O 0.29 -2.58 -0.39  -0.016
H -0.43 -2.46 0.23  0.047
H 1.10 -2.79 0.06  0.027
O -2.81 -1.47 -0.39  0.029
H -3.04 -1.27 -1.24  0.006
H -3.45 -2.04 -0.09  0.020
O -4.31 -4.90 0.37  -0.001
H -4.38 -4.78 1.25  -0.034
H -3.52 -4.61 -0.09  0.035
O 1.13 0.84 -1.86  -0.121
H 1.50 0.05 -1.63  -0.050
H 1.85 1.74 -1.98  0.138
O -4.34 0.29 -5.10  -0.068
H -4.35 -0.69 -4.90  0.042
H -4.97 0.67 -4.51  -0.007
O -3.95 4.18 1.14  -0.054
H -3.02 4.61 1.09  0.089
H -4.36 4.82 0.59  0.021
O -3.18 2.17 3.03  -0.018
H -3.69 1.82 2.40  -0.044
H -3.26 3.08 3.00  0.023

## Properties
**Relative energy (zero: lowest compared OMol25 entry of this formula, charge and spin)**: 1562.8 kJ/mol
**Orbital gap**: 9.27 eV



[2]
A molecular structure, C33H40IN4O2P2STeW at a distorted geometry, computed with the ωB97M-V functional and the def2-TZVPD basis.

Each line ends with the Löwdin spin population.
CARTESIAN COORDINATES (ANGSTROEM)
W -0.31 0.73 -0.32  1.668
C 2.60 4.07 1.78  0.001
C 2.66 2.71 2.41  0.007
N 3.51 2.53 3.38  -0.002
C 3.59 1.37 4.02  0.008
C 2.66 0.40 3.83  -0.002
C 2.89 -0.95 4.44  -0.001
O 2.94 -1.82 3.27  0.000
C 1.57 0.62 2.89  0.013
C 0.31 -0.20 2.85  0.008
N -0.62 -0.14 1.96  0.023
C -1.84 -0.90 2.29  0.000
C -2.03 -1.64 3.47  0.000
C -3.27 -2.09 3.87  -0.001
C -4.38 -1.96 3.01  0.000
C -4.16 -1.45 1.75  0.000
C -2.94 -0.83 1.48  0.011
I -3.07 0.45 -0.11  0.012
C 1.69 1.74 2.07  0.007
O 0.91 1.92 0.97  0.111
H 3.32 4.71 2.29  0.000
H 1.60 4.49 1.95  0.000
H 2.86 4.06 0.72  0.000
H 4.41 1.26 4.71  0.000
H 2.10 -1.29 5.10  0.000
H 3.84 -0.93 4.97  0.000
H 3.19 -2.74 3.52  0.000
H 0.12 -0.78 3.76  0.000
H -1.27 -1.80 4.19  0.000
H -3.35 -2.45 4.90  0.000
H -5.32 -2.41 3.30  0.000
H -4.99 -1.39 1.06  0.000
C -1.62 3.93 0.94  0.009
P -1.10 3.17 -0.61  0.022
C 0.07 4.38 -1.28  0.006
C -2.52 3.16 -1.74  -0.004
C -3.60 3.98 -1.62  -0.001
C -4.59 3.97 -2.63  0.000
C -4.50 3.09 -3.69  0.000
C -3.44 2.19 -3.77  -0.001
C -2.48 2.22 -2.79  -0.001
P -1.04 1.10 -2.83  -0.001
C 0.10 1.94 -3.93  0.002
C -1.49 -0.36 -3.82  -0.001
H -2.44 3.43 1.44  0.000
H -1.88 4.98 0.73  0.001
H -0.77 3.93 1.65  0.000
H -0.12 4.55 -2.32  0.000
H 1.05 3.97 -1.16  0.000
H 0.03 5.31 -0.74  0.000
H -3.61 4.66 -0.79  0.000
H -5.43 4.66 -2.53  0.000
H -5.22 3.08 -4.51  0.000
H -3.27 1.51 -4.59  0.000
H -0.47 2.27 -4.82  -0.001
H 0.89 1.28 -4.28  0.000
H 0.52 2.80 -3.46  0.000
H -1.74 -0.01 -4.80  -0.001
H -2.32 -0.91 -3.38  0.000
H -0.62 -1.03 -3.90  0.000
N 4.29 0.89 -1.01  0.004
C 3.18 0.22 -0.75  0.025
N 3.19 -0.76 0.17  0.012
S 1.73 0.56 -1.68  0.070
H 5.19 0.60 -0.67  0.001
H 4.32 1.59 -1.72  0.001
H 3.94 -0.90 0.81  0.000
H 2.35 -1.25 0.40  0.004
C 0.12 -3.63 0.40  0.006
Te -0.53 -2.21 -1.02  -0.016
C 1.05 -3.01 -2.23  0.001
C 1.02 -4.45 -1.77  -0.001
C 1.47 -5.46 -2.61  0.000
C 1.47 -6.77 -2.13  0.000
C 0.96 -7.07 -0.86  0.000
C 0.46 -6.07 -0.06  0.000
C 0.54 -4.75 -0.50  -0.001
H -0.71 -3.94 1.05  0.000
H 0.96 -3.33 1.00  0.000
H 2.02 -2.59 -2.11  0.001
H 0.81 -2.94 -3.28  0.000
H 1.79 -5.26 -3.61  0.000
H 1.82 -7.56 -2.78  0.000
H 0.92 -8.09 -0.50  0.000
H 0.04 -6.34 0.92  0.000

## Properties
**2S+1**: 3
**Total charge**: +3
**Relative energy (zero: lowest compared OMol25 entry of this formula, charge and spin)**: 0.0 kJ/mol
**Orbital gap (alpha / beta)**: 6.91 / 6.42 eV



[3]
A molecular structure, C14H15N3S at a distorted geometry, computed with the ωB97M-V functional and the def2-TZVPD basis.

Each line ends with the Löwdin charge.
CARTESIAN COORDINATES (ANGSTROEM)
C 3.08 -1.08 0.95  -0.074
C 2.25 -1.47 -0.14  -0.104
C 1.06 -0.73 -0.61  0.015
C 0.39 -1.30 -1.66  -0.111
C 0.95 -2.44 -2.33  -0.073
C 1.92 -3.30 -1.92  -0.126
C 2.66 -2.96 -0.81  0.071
H 3.55 -3.23 -0.68  0.007
H 2.18 -4.09 -2.57  0.092
H 0.16 -2.85 -3.14  0.153
N -0.93 -0.67 -2.26  0.116
C -1.61 0.13 -1.55  -0.715
N -1.44 -0.07 0.01  0.054
H -1.14 -0.84 0.29  0.006
C -2.03 0.91 0.87  -0.172
C -0.96 1.17 1.79  -0.245
N -0.42 2.50 1.66  0.159
C 0.56 2.89 2.22  -0.396
C 1.18 2.35 3.06  -0.029
C 0.72 0.83 3.35  0.040
C -0.24 0.49 2.59  -0.164
H -0.82 -0.70 2.78  0.206
H 1.21 0.27 4.00  0.062
H 2.01 2.46 3.60  0.066
H 0.84 4.20 1.72  0.191
H -2.90 0.43 1.62  0.189
H -2.42 1.64 0.51  -0.020
S -2.74 1.27 -2.20  0.555
H -1.00 -0.82 -3.08  -0.007
H 0.91 0.03 -0.11  0.015
H 2.64 -0.09 1.23  0.098
H 3.33 -1.76 1.58  0.018
H 4.08 -0.81 0.52  0.123

## Properties
**Relative energy (zero: lowest compared OMol25 entry of this formula, charge and spin)**: 1435.1 kJ/mol
**Orbital gap**: 8.26 eV



[4]
16 unconnected molecules or ions with the total composition C39H110O16 at a distorted geometry, computed with the ωB97M-V functional and the def2-TZVPD basis.

Each line ends with the Löwdin charge.
CARTESIAN COORDINATES (ANGSTROEM)
C -3.32 -3.34 4.31  -0.048
C -2.23 -2.33 4.40  -0.479
C -1.34 -2.38 5.63  -0.026
O -1.40 -2.51 3.27  -0.066
H -4.09 -3.39 5.07  0.081
H -2.92 -4.38 4.22  0.099
H -3.85 -3.31 3.36  0.058
H -2.69 -1.35 4.40  0.130
H -0.98 -3.35 5.75  0.057
H -1.80 -2.01 6.54  0.089
H -0.48 -1.78 5.46  0.052
H -1.87 -2.13 2.49  0.082
C 0.37 -3.55 -4.79  -0.023
C 0.49 -3.16 -3.33  -0.419
C -0.10 -1.79 -2.92  -0.008
O -0.29 -4.14 -2.56  -0.067
H 0.78 -4.56 -4.90  0.088
H 0.87 -2.93 -5.52  0.050
H -0.69 -3.66 -5.09  0.094
H 1.50 -3.17 -2.96  0.105
H -1.03 -1.58 -3.45  0.070
H 0.53 -0.91 -3.19  0.064
H -0.21 -1.79 -1.80  0.090
H 0.06 -4.97 -2.80  0.068
C 3.50 -1.41 3.68  -0.053
C 2.25 -2.28 3.42  -0.455
C 2.03 -3.24 4.58  -0.051
O 1.19 -1.34 3.23  -0.087
H 3.74 -0.64 2.93  0.059
H 4.35 -2.11 3.73  0.093
H 3.51 -0.84 4.58  0.060
H 2.51 -2.83 2.52  0.102
H 1.89 -2.76 5.53  0.075
H 2.77 -4.06 4.67  0.094
H 1.14 -3.88 4.44  0.079
H 0.33 -1.84 3.12  0.071
C 0.73 -5.73 0.56  -0.017
C 0.55 -4.20 0.74  -0.392
C 1.68 -3.32 0.11  -0.050
O -0.69 -3.77 0.19  -0.096
H -0.10 -6.29 0.85  0.048
H 1.62 -6.23 1.02  0.102
H 0.75 -5.88 -0.49  0.050
H 0.51 -3.78 1.77  0.116
H 2.70 -3.53 0.36  0.075
H 1.54 -2.28 0.40  0.054
H 1.54 -3.30 -1.01  0.058
H -0.69 -3.68 -0.77  0.039
C -3.99 1.14 -5.71  -0.051
C -3.28 0.20 -4.74  -0.508
C -3.58 0.65 -3.32  -0.058
O -3.73 -1.10 -4.99  -0.039
H -3.93 0.79 -6.74  0.079
H -3.54 2.13 -5.72  0.083
H -5.06 1.23 -5.42  0.094
H -2.20 0.17 -4.79  0.131
H -3.26 1.72 -3.20  0.098
H -2.99 0.02 -2.65  0.055
H -4.59 0.63 -2.97  0.076
H -4.65 -1.06 -4.84  0.080
C 3.99 -1.76 -1.81  -0.071
C 4.58 -0.55 -1.13  -0.480
C 4.57 -0.71 0.40  -0.046
O 5.88 -0.23 -1.66  -0.058
H 4.14 -1.76 -2.94  0.088
H 2.93 -1.90 -1.59  0.041
H 4.62 -2.68 -1.60  0.103
H 3.92 0.24 -1.45  0.104
H 4.99 0.18 0.88  0.081
H 5.18 -1.53 0.78  0.080
H 3.52 -0.99 0.66  0.070
H 6.01 0.74 -1.71  0.085
C -4.66 -1.70 1.09  -0.055
C -3.57 -0.93 0.41  -0.425
C -3.39 0.53 0.95  -0.027
O -2.29 -1.53 0.70  -0.099
H -5.64 -1.31 0.82  0.083
H -4.69 -1.78 2.14  0.053
H -4.73 -2.72 0.66  0.081
H -3.79 -0.91 -0.69  0.133
H -2.68 1.11 0.25  0.097
H -3.09 0.53 1.97  0.063
H -4.33 1.09 0.90  0.074
H -2.32 -2.42 0.38  0.035
C 1.31 2.64 2.72  -0.017
C 1.46 1.84 4.04  -0.443
C 1.84 2.72 5.22  -0.051
O 0.22 1.15 4.29  -0.074
H 2.30 2.72 2.26  0.081
H 0.80 3.62 2.98  0.104
H 0.74 2.13 2.03  0.023
H 2.24 1.05 3.96  0.113
H 1.86 2.20 6.21  0.094
H 1.08 3.52 5.21  0.083
H 2.80 3.17 4.99  0.071
H 0.32 0.24 4.09  0.028
C -2.16 1.44 6.56  -0.053
C -3.03 2.06 5.49  -0.503
C -4.14 2.88 5.99  -0.074
O -2.19 2.93 4.66  -0.095
H -1.30 0.89 6.24  0.045
H -2.80 0.76 7.16  0.084
H -1.91 2.25 7.30  0.100
H -3.44 1.31 4.81  0.122
H -4.56 3.49 5.21  0.080
H -3.81 3.64 6.76  0.106
H -4.79 2.16 6.45  0.076
H -1.38 2.37 4.55  0.050
C 4.42 4.27 -2.67  -0.042
C 4.54 4.04 -1.12  -0.418
C 3.59 5.04 -0.29  -0.022
O 4.19 2.69 -0.80  -0.092
H 3.36 4.20 -2.91  0.068
H 4.89 3.52 -3.22  0.051
H 4.81 5.23 -2.82  0.061
H 5.61 4.09 -0.95  0.124
H 3.68 4.81 0.75  0.051
H 2.56 4.86 -0.61  0.066
H 3.94 6.08 -0.48  0.079
H 3.34 2.55 -1.25  0.045
C -0.37 3.28 -1.76  -0.041
C 0.33 1.94 -2.08  -0.518
C 0.76 1.84 -3.48  -0.056
O 1.40 1.83 -1.18  -0.069
H 0.10 4.25 -2.00  0.082
H -0.55 3.15 -0.69  0.066
H -1.35 3.38 -2.26  0.075
H -0.43 1.15 -1.80  0.137
H 0.00 1.91 -4.22  0.078
H 1.32 0.88 -3.66  0.059
H 1.64 2.53 -3.66  0.100
H 1.11 1.26 -0.44  0.058
C -3.19 4.59 1.64  -0.070
C -2.89 5.99 1.17  -0.497
C -1.37 6.26 1.08  -0.040
O -3.44 6.10 -0.16  -0.071
H -2.71 3.90 0.93  0.068
H -4.25 4.43 1.59  0.071
H -2.80 4.37 2.66  0.079
H -3.39 6.70 1.86  0.137
H -1.23 7.14 0.40  0.084
H -0.98 5.38 0.60  0.048
H -1.00 6.46 2.11  0.088
H -4.35 6.42 -0.08  0.086
C 4.00 -0.42 -6.42  -0.097
C 2.78 -0.70 -7.13  -0.468
C 2.73 -2.20 -7.66  -0.041
O 1.67 -0.37 -6.26  -0.082
H 4.91 -0.70 -6.95  0.093
H 4.00 -1.00 -5.48  0.079
H 4.05 0.66 -6.11  0.107
H 2.70 0.00 -8.00  0.147
H 3.10 -2.37 -8.65  0.061
H 1.72 -2.62 -7.63  0.064
H 3.26 -2.86 -6.98  0.066
H 1.87 -0.55 -5.32  0.058
O -3.24 -4.16 -0.68  -0.050
H -3.48 -4.24 -1.61  0.019
H -2.43 -4.70 -0.58  0.039
O -3.34 -3.75 -3.75  -0.074
H -3.81 -2.92 -3.94  0.020
H -2.39 -3.54 -3.52  0.027
O 0.11 -0.08 0.51  -0.032
H -0.66 -0.66 0.56  0.020
H 0.65 -0.34 1.23  0.002

## Properties
**Relative energy (zero: lowest compared OMol25 entry of this formula, charge and spin)**: 173.4 kJ/mol
**Orbital gap**: 9.96 eV



| no. | M (g mol⁻¹) |
| --- | --- |
| 1 | 720.6 |
| 2 | 1057.1 |
| 3 | 257.4 |
| 4 | 835.3 |